14
Properties=species:S:1:pos:R:3:lowdin_charge:R:1 method="wB97M-V/def2-TZVPD" largest_force_ev_per_a=2.29 gap_ev=9.677 charge=0 de_lowest_kj_mol=208.8
H 2.836 -1.276 -2.548 0.10
H 0.231 1.732 0.155 0.07
H 1.351 -0.605 -3.207 0.08
H 0.627 0.302 1.103 0.09
N 1.783 -1.145 -2.427 -0.05
C -1.704 0.150 2.293 -0.45
H -1.367 1.021 2.849 0.03
C 0.452 -0.029 -1.041 -0.31
H -2.788 -0.003 2.546 0.04
N 1.562 -0.630 -1.136 -0.05
H -0.179 0.149 -1.986 0.13
C 0.067 0.645 0.203 -0.51
S -1.702 0.411 0.514 0.78
H -1.168 -0.723 2.680 0.04